C5H7N2 | ωB97M-V/def2-TZVPD

Geometry as XYZ:
```
14
Properties=species:S:1:pos:R:3
N -0.1401 0.6896 0.1086
N 0.6161 -1.3712 0.2487
C 1.7247 -0.6217 -0.1338
C -3.5699 -0.0292 -0.0261
C -0.6029 -0.5387 0.1067
C -2.4067 -0.2879 -0.0141
C 1.2644 0.8708 0.1273
H 1.7737 -0.4691 -1.2870
H -0.8228 1.4454 0.1021
H 1.6852 1.5538 -0.4871
H 1.6149 1.2302 1.2221
H 2.6663 -0.8349 0.3213
H -4.4306 0.6341 -0.1149
H 0.6279 -2.2712 -0.1740
```

SMILES string = C#CC1=[NH+]CCN1
energy relative to the best compared isomer or geometry (same formula, charge and spin) = 146.88 kcal per mole
strongest force on any atom = 6.85 eV Å⁻¹
HOMO level = -0.5408 Eh
total energy = -303.78489 Eh
orbital gap = 9.97 eV
2S+1 = 1
net charge = +1